(1)
DFT (the ωB97M-V functional and the def2-TZVPD basis) results for a 3-piece molecular cluster, C4H16N2O overall.

F_max: 0.034 hartree/bohr
total charge: +2
ΔE to the lowest compared entry with this formula, charge and spin: 716.7 kJ/mol
HOMO level: -19.0678 eV
frontier orbital gap: 0.208 Ha
electronic energy: -345.8803 Ha

```
23
C4H16N2O | the OMol25 dataset | the ωB97M-V functional and the def2-TZVPD basis
C 1.7629 2.3613 0.5755
C 1.3978 1.1327 -0.3398
C -0.1232 1.0208 -0.6071
C -0.7748 -0.3499 -0.8634
N -1.6644 -0.8343 0.2564
N 1.9631 -0.0661 0.1481
H 1.3293 3.2271 0.0728
H 1.4763 2.3719 1.6302
H 2.8389 2.5011 0.4825
H 1.9129 1.3920 -1.2692
H -0.3346 1.6383 -1.4816
H -0.6869 1.5262 0.1982
H -1.3915 -0.3169 -1.7545
H -0.0306 -1.1374 -0.9602
H -2.0813 -1.7939 0.1425
H -1.0403 -0.7906 1.0649
H -2.4107 -0.1864 0.4988
H 0.5605 -0.0911 2.1555
H 2.9382 -0.1678 -0.1391
H 1.6687 -0.1069 1.1954
H -3.0598 -3.8708 -0.8251
H -1.8435 -4.0599 0.1159
O -2.4069 -3.3993 -0.2965
```

=====

(2)
DFT (the ωB97M-V functional and the def2-TZVPD basis) results for C4H16N2O2 as an isolated structure.

F_max: 0.100 hartree/bohr
total charge: 0
ΔE to the lowest compared entry with this formula, charge and spin: 884.4 kJ/mol
HOMO level: -8.6479 eV
frontier orbital gap: 0.138 Ha
electronic energy: -421.6546 Ha

```
24
C4H16N2O2 | the OMol25 dataset | the ωB97M-V functional and the def2-TZVPD basis
N -1.4379 0.2210 0.4848
C 1.4107 -1.2982 1.2754
C 0.4992 -1.4297 0.0812
C -0.1981 -0.1184 -0.2353
C -0.2687 0.1374 -1.8042
N -3.4779 -0.5011 -0.8058
H -2.3434 -0.0953 -0.0749
H -0.7294 1.1385 -1.9289
H 1.9259 -0.3229 1.2383
H 0.9060 -1.3182 2.2260
H 2.2461 -2.0217 1.2632
H -0.2386 -2.2027 0.1213
H 0.9482 -1.8093 -0.8095
H 0.5040 0.6335 0.0175
H -0.9013 -0.5008 -2.4579
H 0.6145 0.3902 -2.3873
H -4.0875 0.2199 -1.0635
H -3.8112 -1.3104 -0.4306
H 1.3212 2.6251 2.1520
H -1.5383 1.1896 0.5731
O 1.4108 1.7074 1.9575
H 1.9194 1.6026 0.9889
H 2.9570 1.8917 -0.2465
O 2.3690 1.1715 -0.1351
```

=====

(3)
DFT (the ωB97M-V functional and the def2-TZVPD basis) results for a 3-piece molecular cluster, C4H16N2O2 overall.

F_max: 0.067 hartree/bohr
total charge: 0
ΔE to the lowest compared entry with this formula, charge and spin: 182.9 kJ/mol
HOMO level: -8.3159 eV
frontier orbital gap: 0.338 Ha
electronic energy: -421.9218 Ha

```
24
C4H16N2O2 | the OMol25 dataset | the ωB97M-V functional and the def2-TZVPD basis
C 0.1324 0.9906 1.2798
N -0.8689 0.1410 0.6040
C -0.8566 -1.2250 1.1097
C 0.4495 -1.9889 0.9280
C 0.1290 -3.5320 1.3083
N 1.0261 -1.9548 -0.4304
H 0.0305 1.0071 2.3606
H 1.1636 0.6444 0.9748
H 0.2552 2.0282 0.9326
H -0.8328 0.0462 -0.4018
H -1.1124 -1.3825 2.1863
H -1.6574 -1.7668 0.5472
H 1.3525 -1.6865 1.4909
H 1.0959 -4.0151 1.0783
H -0.8801 -3.7496 0.9671
H 0.0550 -3.5676 2.4031
H 0.4802 -1.6960 -1.2321
H 1.6765 -2.7095 -0.5531
O -2.2375 2.1681 -5.9073
H -1.8897 3.0390 -6.0635
H -1.8953 1.4196 -6.3837
O 1.9760 4.1141 2.0272
H 2.7999 4.1811 1.5478
H 1.7173 5.0047 2.2832
```

=====

(4)
DFT (the ωB97M-V functional and the def2-TZVPD basis) results for a 3-piece molecular cluster, C4H16N2O2S overall.

F_max: 0.043 hartree/bohr
total charge: 0
ΔE to the lowest compared entry with this formula, charge and spin: 109.4 kJ/mol
HOMO level: -8.1326 eV
frontier orbital gap: 0.314 Ha
electronic energy: -820.1311 Ha

```
25
C4H16N2O2S | the OMol25 dataset | the ωB97M-V functional and the def2-TZVPD basis
C 1.2941 -0.6661 -1.9291
N 0.6182 0.6314 -1.7597
C -0.6547 0.7100 -1.1188
C -1.7590 -0.2366 -1.6471
N -1.8625 -1.5512 -0.9848
C -0.6845 0.7001 0.3977
S 0.1067 2.1722 1.2008
H 1.6216 -0.9335 -0.9175
H 2.1385 -0.5428 -2.5974
H 0.5789 -1.4257 -2.2356
H 1.0920 1.4427 -2.0965
H -1.0133 1.6626 -1.4568
H -2.6593 0.2612 -1.2975
H -1.7910 -0.4397 -2.7074
H -1.6329 -1.5631 -0.0017
H -1.3466 -2.2804 -1.4543
H -0.0532 -0.0883 0.7975
H -1.6449 0.6109 0.8982
H -0.3834 3.0703 0.3325
O -0.3801 -1.9546 1.9928
H -0.5848 -2.8952 1.9865
H -0.4211 -1.7758 2.9403
O 2.6612 -1.1450 1.6399
H 1.7424 -0.9820 1.3726
H 3.0261 -0.3505 1.2246
```

=====

(5)
DFT (the ωB97M-V functional and the def2-TZVPD basis) results for a 3-piece molecular cluster, C4H16N3O overall.

F_max: 0.079 hartree/bohr
total charge: +1
ΔE to the lowest compared entry with this formula, charge and spin: 676.3 kJ/mol
HOMO level: -13.5813 eV
frontier orbital gap: 0.199 Ha
electronic energy: -401.0398 Ha

```
24
C4H16N3O | the OMol25 dataset | the ωB97M-V functional and the def2-TZVPD basis
N 0.2562 0.7995 0.5661
C -0.0716 -0.4467 -0.0532
C -1.2485 0.0824 -0.9966
C -2.2898 0.8325 -0.2281
N -2.6059 0.2203 1.0561
C 1.1441 -0.9944 -0.8477
N 2.2779 -1.4925 -0.1100
H -1.9013 0.5043 1.7365
H 2.5996 -3.8565 3.1056
H 0.7633 1.1468 -0.2711
H -0.5235 -1.1917 0.6152
H -0.7498 0.7345 -1.7447
H -1.6141 -0.7399 -1.6268
H -1.8086 1.8413 -0.1317
H -3.2273 0.9727 -0.7722
H 2.0053 -3.8585 3.5524
H -3.4204 0.6202 1.5139
H 1.4440 -0.0842 -1.3811
H 0.7961 -1.6996 -1.5979
H 2.7185 -2.2730 -0.5550
H 2.7096 -0.7785 0.4481
H 1.3273 3.7355 -1.2188
H 0.5065 3.0199 -0.0917
O 0.9124 2.9057 -0.9673
```

=====

(6)
DFT (the ωB97M-V functional and the def2-TZVPD basis) results for a 2-piece molecular cluster, C4H16N4 overall.

F_max: 0.022 hartree/bohr
total charge: -1
2S+1: 2
HOMO level (spin up / spin down): 1.4387 / -5.3434 eV
frontier orbital gap (spin up / spin down): 0.090 / 0.346 Ha
electronic energy: -380.9358 Ha

```
24
C4H16N4 | the OMol25 dataset | the ωB97M-V functional and the def2-TZVPD basis
C 0.8293 0.1701 2.8189
C 0.0331 1.0487 1.8722
N -1.0171 0.2668 1.2000
N 1.7593 0.9614 3.6051
H 0.1214 -0.4409 3.4007
H 1.4039 -0.5580 2.2433
H -0.3101 1.9488 2.4074
H 0.6583 1.4678 1.0830
H -1.3754 0.8255 0.4354
H -1.7451 0.0992 1.8938
H 1.3169 1.5703 4.2826
H 2.4232 0.3868 4.1175
C 0.8465 -0.1228 -1.6278
N -0.4572 -0.8128 -1.6607
C -0.8106 -1.3487 -2.9580
N -1.7145 -0.5109 -3.7289
H 0.7817 0.7845 -1.0307
H 1.6477 -0.8061 -1.3356
H 1.0520 0.2667 -2.6326
H -0.4667 -1.4809 -0.9090
H -1.3006 -2.3229 -2.8434
H 0.0784 -1.5460 -3.5658
H -2.5045 -0.2231 -3.1593
H -1.2498 0.3764 -3.9081
```

=====

(7)
DFT (the ωB97M-V functional and the def2-TZVPD basis) results for a 4-piece molecular cluster, C4H16O3 overall.

F_max: 0.024 hartree/bohr
total charge: 0
ΔE to the lowest compared entry with this formula, charge and spin: 74.9 kJ/mol
HOMO level: -10.9269 eV
frontier orbital gap: 0.420 Ha
electronic energy: -387.6943 Ha

```
23
C4H16O3 | the OMol25 dataset | the ωB97M-V functional and the def2-TZVPD basis
C -0.3470 -0.0481 -1.6854
C -0.1862 -0.2460 -0.1721
C -0.0452 1.0377 0.6290
C -1.2845 -1.1390 0.4050
H 0.2336 -0.7453 -2.2864
H -1.4048 -0.0327 -1.9669
H -0.0204 0.9544 -1.9866
H 0.7731 -0.7405 -0.0694
H -0.3435 0.8391 1.6598
H -0.6269 1.9155 0.3275
H 0.9572 1.4706 0.6933
H -1.0045 -1.5734 1.3522
H -2.1703 -0.5531 0.5967
H -1.5810 -1.8721 -0.3398
O -4.0553 0.0341 -1.1501
H -4.6582 0.1917 -0.4147
H -3.7531 -0.8585 -0.9661
O 2.4942 -1.2451 1.4514
H 2.8987 -0.8873 2.2512
H 1.5581 -1.1885 1.6963
O 3.2812 1.6251 0.1786
H 2.8914 0.8241 -0.1904
H 3.6242 1.3254 1.0299
```

=====

(8)
DFT (the ωB97M-V functional and the def2-TZVPD basis) results for a 4-piece molecular cluster, C4H16O4 overall.

F_max: 0.056 hartree/bohr
total charge: 0
ΔE to the lowest compared entry with this formula, charge and spin: 109.3 kJ/mol
HOMO level: -10.6404 eV
frontier orbital gap: 0.415 Ha
electronic energy: -462.9203 Ha

```
24
C4H16O4 | the OMol25 dataset | the ωB97M-V functional and the def2-TZVPD basis
C 0.9149 2.0628 -0.0824
C 0.7269 0.9320 0.9265
O -0.4243 0.1147 0.6541
H 1.2468 1.5057 -0.9585
H 1.7303 2.7464 0.1541
H -0.0220 2.5522 -0.3488
H 0.5375 1.3038 1.9335
H 1.5930 0.2721 0.9765
H -0.4086 -0.3082 -0.2076
C 1.3453 -3.1089 -1.5403
C -0.0631 -3.1241 -2.1860
O -0.7503 -2.0189 -1.7806
H 1.8931 -2.2329 -1.8877
H 1.9750 -3.9558 -1.8129
H 1.2514 -3.1010 -0.4544
H -0.6075 -3.9931 -1.8165
H 0.0674 -3.2706 -3.2582
H -1.6707 -2.0096 -2.0532
O -2.4294 0.9421 2.6089
H -1.7459 0.9779 1.9398
H -2.0121 1.2896 3.3971
O -1.2790 4.4048 1.7579
H -1.0669 3.5215 1.4560
H -0.8021 4.4975 2.5826
```

=====

> What is the total charge in the first record?

+2

=====

> Look up the electronic energy of the second one.

-421.6546 Ha